# C63H61N5O4SSiTl

A structure of composition C63H61N5O4SSiTl (the ωB97M-V functional and the def2-TZVPD basis, the Open Molecules 2025 dataset).

Last column: Löwdin charge in e.
CARTESIAN COORDINATES (ANGSTROEM)
Tl (-0.46876, -0.19653, 0.09382)  1.0952
C (-2.91238, 7.09420, 0.95185)  -0.1012
C (-2.91580, 6.38702, -0.24443)  -0.0810
C (-2.39253, 5.10533, -0.29697)  -0.0251
C (-1.87104, 4.50226, 0.84792)  -0.2033
C (-1.86424, 5.22196, 2.03920)  -0.0387
C (-2.38197, 6.50934, 2.09165)  -0.0879
C (-1.34263, 3.11095, 0.77929)  -0.0545
C (-0.22458, 2.92926, -0.11245)  -0.2432
C (0.56470, 3.95532, -0.63715)  -0.0230
C (1.56168, 3.35898, -1.40623)  -0.0490
C (1.34901, 1.97893, -1.36170)  -0.2798
N (0.27736, 1.72480, -0.57461)  0.0252
C (2.18080, 0.92639, -2.09289)  -0.2234
C (2.44449, -0.32716, -1.26068)  -0.2915
C (3.64958, -1.03676, -1.20472)  -0.0622
C (3.40972, -2.19493, -0.46910)  -0.0288
C (2.06897, -2.16101, -0.07390)  -0.2470
C (1.39450, -3.17210, 0.69375)  -0.0825
C (2.11373, -4.47186, 0.80646)  -0.2008
C (2.56515, -4.93524, 2.03872)  -0.0357
C (3.23826, -6.14584, 2.13601)  -0.0862
C (3.46603, -6.90922, 1.00056)  -0.1006
C (3.02101, -6.45329, -0.23398)  -0.0797
C (2.35648, -5.24066, -0.33040)  -0.0301
C (0.18822, -3.06285, 1.33082)  -0.2567
N (-0.58092, -1.90340, 1.42106)  0.0270
C (-1.66634, -2.15582, 2.19215)  -0.2175
C (-2.63092, -1.21554, 2.58893)  -0.0940
C (-3.86609, -1.73310, 3.24742)  -0.2078
C (-5.07437, -1.68635, 2.55010)  -0.0278
C (-6.24565, -2.17522, 3.10804)  -0.0758
C (-6.22704, -2.73243, 4.38071)  -0.1028
C (-5.03430, -2.78218, 5.08792)  -0.0920
C (-3.86599, -2.28091, 4.52819)  -0.0457
C (-2.56998, 0.16881, 2.33266)  -0.2311
C (-3.55478, 1.13759, 2.78784)  0.0005
C (-3.19169, 2.34613, 2.30780)  0.0029
C (-1.97225, 2.16639, 1.54813)  -0.2343
N (-1.61680, 0.82219, 1.63777)  0.0222
C (-1.63328, -3.55764, 2.57437)  0.0027
C (-0.50385, -4.09680, 2.06406)  -0.0018
N (1.49672, -1.00336, -0.57068)  0.0248
C (3.53968, 1.61054, -2.31600)  -0.2221
C (4.32703, 1.90123, -1.19627)  -0.0444
C (5.53063, 2.56909, -1.31635)  -0.0760
C (5.98138, 2.98422, -2.56602)  -0.0997
C (5.20574, 2.72453, -3.68049)  -0.0734
C (3.99771, 2.04594, -3.54559)  -0.0732
H (-3.32073, 8.09607, 0.99348)  0.0950
H (-3.32694, 6.83618, -1.13970)  0.0998
H (-2.38792, 4.55048, -1.22736)  0.1222
H (-1.44136, 4.76453, 2.92522)  0.1214
H (-2.36505, 7.05806, 3.02512)  0.0977
H (0.43736, 5.00816, -0.44223)  0.1100
H (2.35037, 3.86651, -1.93679)  0.1103
H (4.58192, -0.74636, -1.66060)  0.1087
H (4.11697, -2.97365, -0.23140)  0.1093
H (2.38771, -4.33458, 2.92237)  0.1221
H (3.58850, -6.49002, 3.10115)  0.0980
H (3.99078, -7.85329, 1.07543)  0.0952
H (3.19218, -7.04391, -1.12520)  0.0999
H (2.01840, -4.87626, -1.29304)  0.1147
H (-5.07461, -1.26724, 1.55114)  0.1066
H (-7.17175, -2.12957, 2.54754)  0.1031
H (-7.13689, -3.12660, 4.81547)  0.0945
H (-5.01535, -3.20673, 6.08444)  0.0960
H (-2.93949, -2.30427, 5.08990)  0.1179
H (-4.41767, 0.90426, 3.39026)  0.1101
H (-3.71220, 3.28082, 2.43593)  0.1115
H (-2.37932, -4.05759, 3.16988)  0.1051
H (-0.16262, -5.11436, 2.16636)  0.1139
H (3.97848, 1.60187, -0.21625)  0.1311
H (6.12151, 2.77748, -0.43286)  0.0993
H (6.92288, 3.51017, -2.66414)  0.0941
H (5.53064, 3.04732, -4.66219)  0.1013
H (3.40222, 1.86491, -4.42371)  0.0613
C (-1.05614, -4.59683, -1.60464)  -0.0364
C (-2.42847, -4.07979, -1.93528)  -0.2493
C (-2.67580, -3.50111, -3.17751)  -0.0322
C (-3.90951, -2.95643, -3.47534)  -0.0561
C (-4.91915, -3.00231, -2.52299)  -0.2838
C (-4.70583, -3.59487, -1.28760)  -0.0526
C (-3.45753, -4.12857, -0.99902)  -0.0240
S (-6.43875, -2.16973, -2.88040)  0.6188
O (-6.70310, -2.31971, -4.28271)  -0.2994
O (-7.41199, -2.56760, -1.89963)  -0.3021
N (-6.10436, -0.58707, -2.62276)  -0.1203
C (-5.82796, -0.22897, -1.22116)  -0.2193
C (-4.62770, 0.70193, -1.10807)  -0.0743
C (-3.37893, 0.05408, -1.71030)  -0.6134
O (-3.34218, -0.12581, -2.92989)  0.0035
O (-2.50041, -0.30376, -0.85555)  -0.1049
H (-0.53481, -4.93219, -2.50174)  0.0794
H (-1.10200, -5.42415, -0.89603)  0.0837
H (-0.45864, -3.80367, -1.14801)  0.0663
H (-1.87836, -3.45500, -3.90980)  0.1099
H (-4.09585, -2.48143, -4.42823)  0.1184
H (-5.51120, -3.62238, -0.56535)  0.1090
H (-3.27846, -4.57907, -0.02940)  0.1102
H (-5.30869, -0.32868, -3.21426)  0.0871
H (-5.62215, -1.13215, -0.63893)  0.0866
H (-6.71743, 0.23276, -0.79302)  0.1173
H (-4.45198, 0.91951, -0.05488)  0.1028
H (-4.82187, 1.63951, -1.63696)  0.1255
C (-0.21940, -0.76162, -3.18048)  -0.1588
Si (1.23269, 0.28701, -3.73821)  0.8509
C (0.35838, 1.76071, -4.68619)  -0.5642
C (-0.72975, 2.35668, -3.76869)  -0.0775
C (-0.40496, 1.26745, -5.92738)  -0.1026
C (1.26649, 2.90702, -5.14342)  -0.1005
C (2.27340, -1.02952, -4.77553)  -0.5629
C (3.74686, -0.72966, -5.07361)  -0.1012
C (2.22599, -2.37113, -4.01859)  -0.0973
C (1.60592, -1.29767, -6.13380)  -0.1096
H (-0.78555, -1.13158, -4.03759)  0.0471
H (-0.93711, -0.18640, -2.59944)  -0.0103
H (0.08851, -1.61910, -2.58426)  0.0222
H (-1.49586, 1.62042, -3.52566)  0.0662
H (-1.22133, 3.17237, -4.31295)  0.0886
H (-0.33523, 2.77301, -2.84570)  0.0523
H (-1.08251, 0.44523, -5.69151)  0.0764
H (0.25333, 0.95960, -6.73385)  0.0566
H (-1.01688, 2.09450, -6.30468)  0.0829
H (1.78171, 3.38217, -4.30926)  0.0632
H (0.65334, 3.67352, -5.63211)  0.0822
H (2.01004, 2.57511, -5.87419)  0.0757
H (4.33484, -0.59490, -4.16611)  0.0697
H (3.86872, 0.15738, -5.69871)  0.0716
H (4.17519, -1.57508, -5.62522)  0.0800
H (2.56563, -2.29321, -2.98722)  0.0565
H (2.87891, -3.08577, -4.53378)  0.0851
H (1.22049, -2.79231, -4.01829)  0.0671
H (1.77944, -0.48920, -6.84092)  0.0673
H (0.53076, -1.46060, -6.04912)  0.0708
H (2.04661, -2.20450, -6.56459)  0.0828

- HOMO-LUMO gap (eV) = 5.1
- net charge = -1
- molar mass (g mol⁻¹) = 1216.75
- ΔE to the lowest compared entry with this formula, charge and spin (kJ/mol) = 0.0
- electronic energy (Eh) = -3872.35270
- LUMO (eV) = 1.20
- E_HOMO (eV) = -3.91